No. 1
Here is a cluster of 2 separate species, C13H16B2Cl3O7 in total from the OMol25 dataset. Energies are from the ωB97M-V functional and the def2-TZVPD basis.

Geometry as XYZ:
```
41
C13H16B2Cl3O7 (the ωB97M-V functional and the def2-TZVPD basis)
C 1.974 0.235 -3.406
H 5.341 -0.264 -3.236
H 0.651 -3.187 3.341
H 4.703 -1.216 -0.993
H -0.118 4.227 2.191
C 2.601 -0.863 -1.302
H 2.270 -1.177 -0.313
H 1.154 0.708 -3.932
O -0.152 -1.805 -1.699
C 0.250 -0.481 -1.736
Cl -1.923 -3.212 -0.269
O -0.072 1.447 1.903
H -0.996 -2.598 3.754
O 0.196 2.359 -0.176
H 1.306 3.326 2.691
C 0.266 2.460 1.030
H 1.345 4.307 1.187
C -3.502 0.254 1.331
Cl -2.753 -0.774 -1.933
O -3.457 -0.947 1.324
C 1.657 -0.408 -2.222
H -0.400 0.178 -2.314
O -2.387 1.097 1.466
C -4.712 1.133 1.216
C 0.025 -2.309 3.492
C 3.942 -0.848 -1.692
H 0.335 -0.054 -0.750
O -1.093 -0.577 2.505
H -4.992 1.164 0.158
Cl -1.750 -3.269 -3.396
B -1.198 0.667 1.963
C 0.738 3.650 1.816
H -4.446 2.136 1.560
O 0.697 -1.377 1.316
H 0.410 -1.738 4.345
C 4.284 -0.304 -2.943
C 3.312 0.253 -3.796
C -0.017 -1.411 2.296
H 3.578 0.734 -4.729
B -1.510 -2.228 -1.813
H -5.563 0.714 1.765
```

LUMO	2.15	eV
charge	-1


No. 2
Here is a structure of composition C48H54BrN8O7RbSSb from the OMol25 dataset. Energies are from the ωB97M-V functional and the def2-TZVPD basis.

Geometry as XYZ:
```
121
C48H54BrN8O7RbSSb (the ωB97M-V functional and the def2-TZVPD basis)
C -0.783 3.816 3.541
C 1.299 -2.424 -6.356
C -1.658 3.794 -2.500
C 0.394 -6.731 4.247
H -3.285 8.566 -3.284
C -2.053 4.257 3.206
C 2.398 -2.848 -8.455
C 5.020 3.728 -1.219
C -1.416 2.593 -0.087
H -0.579 -3.010 1.920
N -3.045 -1.455 -1.088
H -5.472 0.251 2.816
C -3.123 3.379 3.287
Rb -0.575 -0.828 0.029
H 6.418 0.626 -1.063
H 5.261 4.587 -1.847
N -5.220 -2.573 -1.314
C 4.065 1.712 1.325
C 0.661 -5.386 4.172
Sb 3.042 1.283 -0.589
O -4.767 7.703 0.650
H -0.542 -8.436 3.336
H 2.963 3.686 -1.814
C -1.642 1.635 4.069
H -4.442 -4.312 -2.159
C 1.768 -1.182 5.141
C 3.222 -3.770 -7.831
H -2.451 4.309 0.719
H 1.060 -5.200 0.187
O 0.420 -3.336 3.007
H -2.227 5.279 2.896
O -1.218 -3.199 1.124
H 3.921 -0.715 -2.203
C -0.870 -4.501 0.834
H 0.047 4.502 3.475
H 4.584 -0.989 -0.596
H 0.537 -1.897 -5.812
H -3.941 0.343 1.893
N 0.363 -3.882 -1.170
C 5.809 0.242 -1.877
H 2.499 -2.654 -9.513
C -2.924 2.072 3.690
C -4.106 7.349 -0.386
N -3.513 6.145 -0.390
C -5.388 -3.779 -2.091
C 0.907 -0.285 2.980
H -2.106 6.355 -3.425
H 4.067 2.794 1.442
H 1.207 -4.882 4.957
C 2.063 -3.713 -4.311
C 3.040 -1.499 3.144
H 2.214 -0.776 1.333
H 3.907 -1.923 2.655
H -6.123 -4.420 -1.598
O 0.065 0.293 2.274
O -3.974 1.165 3.797
C -0.575 2.524 3.990
H -1.739 4.212 -3.492
C 2.132 -3.339 -5.705
C -1.050 2.564 -2.323
N -4.050 8.205 -1.430
C -0.481 -5.303 2.049
C -2.169 4.460 -1.387
H -1.707 -4.974 0.284
H 5.895 3.083 -1.183
H 3.398 1.310 2.084
H 3.966 -4.306 -8.402
C 3.807 2.999 -1.761
C -2.814 5.784 -1.454
H 4.826 4.100 -0.216
H -1.283 2.096 0.866
H 6.362 -0.574 -2.348
H 6.176 1.621 0.857
C 4.460 -0.240 -1.381
H -0.678 -0.973 5.912
H 0.776 -1.481 -8.192
H -7.146 -2.373 -0.559
H 3.994 2.636 -2.771
C -3.345 7.842 -2.474
H 5.795 1.358 2.550
N -0.914 1.964 -1.147
H -2.462 0.063 4.993
H 5.487 0.080 1.375
S -3.686 8.220 2.202
C 1.300 -3.328 -3.265
C -0.494 -0.353 5.035
H 5.689 1.030 -2.616
O -2.838 7.049 2.420
C 2.098 -0.864 2.409
H -4.116 3.728 3.048
H -4.967 1.792 2.076
H -0.644 2.029 -3.173
C -2.049 3.820 -0.154
H -5.742 -3.557 -3.105
C 2.897 -1.635 4.543
H 2.156 -4.717 -1.839
H 3.671 -2.132 5.109
C 0.220 -4.602 3.076
H 2.741 -4.528 -4.070
C 1.435 -2.188 -7.711
H 1.625 -1.312 6.206
H -6.141 -0.912 -0.465
N 0.315 -4.543 -0.056
H 0.403 2.201 4.311
C -2.691 6.622 -2.561
N -1.553 0.381 4.673
C -4.618 0.882 2.571
H 0.728 -7.292 5.113
C -4.052 -1.991 -1.223
C -0.319 -7.382 3.247
H 3.732 -4.739 -6.003
C 5.460 1.156 1.530
O -2.927 9.362 1.713
C -6.400 -1.771 -1.081
C 1.324 -4.020 -2.010
C -0.747 -6.655 2.150
Br 0.065 -1.862 -3.276
C 0.736 -0.517 4.416
H -6.832 -1.412 -2.023
H -1.308 -7.144 1.359
C 3.088 -4.013 -6.480
```

ΔE to the lowest compared entry with this formula, charge and spin	142.4	kJ/mol
LUMO	1.42	eV
charge	-1


No. 3
Here is a structure of composition C4H10NO from the OMol25 dataset. Energies are from the ωB97M-V functional and the def2-TZVPD basis.

Geometry as XYZ:
```
16
C4H10NO (the ωB97M-V functional and the def2-TZVPD basis)
H -0.526 -1.117 1.226
C -0.059 -1.603 0.389
H 0.143 -2.652 0.593
H 3.323 -0.870 -0.020
H -0.808 -1.541 -0.390
H -1.469 2.856 0.273
O -1.569 0.777 -0.161
C 2.412 -1.396 0.124
N 0.881 0.495 -0.286
C 1.176 -0.792 0.039
H -0.406 0.706 -0.200
H -2.141 2.391 -1.312
H -3.094 2.115 0.198
H 1.721 1.029 -0.581
C -2.097 2.080 -0.249
H 2.514 -2.478 0.359
```

ΔE to the lowest compared entry with this formula, charge and spin	40.6	kJ/mol
LUMO	4.32	eV
charge	-1


No. 4
Here is a structure of composition C35H45BFN7O3RuS3 from the OMol25 dataset. Energies are from the ωB97M-V functional and the def2-TZVPD basis.

Geometry as XYZ:
```
96
C35H45BFN7O3RuS3 (the ωB97M-V functional and the def2-TZVPD basis)
C 1.025 3.359 2.537
S 3.251 -0.144 -1.092
N -4.062 -3.044 -0.949
H -3.208 1.431 -1.057
H 0.111 4.325 -2.829
F -5.656 2.208 -0.627
H 3.995 3.136 -4.305
S 0.412 2.315 -0.791
C -0.335 -2.862 -0.897
C 2.186 3.883 -3.329
H -7.259 0.196 -0.505
H 4.691 4.088 -2.325
C -1.764 -2.358 -0.976
O 0.586 -2.051 -1.307
C 0.684 3.756 -3.559
H -3.550 0.334 2.588
C 3.660 -0.311 0.587
H -0.866 3.884 3.507
C -6.852 -2.510 -0.672
H -2.382 -0.214 4.927
H -3.711 -5.866 -1.483
H 4.492 -3.807 2.438
C 2.053 2.852 -0.910
H 4.834 -1.776 3.227
C -3.533 -0.692 -1.003
H -6.952 -2.861 0.360
H -2.903 3.074 3.271
H 6.119 -3.357 -0.859
C -5.027 -4.172 -1.036
N 1.500 2.149 2.103
H -2.595 1.296 1.450
H -2.060 -0.322 1.917
N -0.499 1.830 2.950
H 1.601 4.262 2.436
N 2.657 3.453 -1.969
C -2.106 -0.987 -1.120
H 2.661 -3.555 0.681
H 5.377 -1.816 -1.284
H 2.090 5.955 -2.704
H 5.069 3.168 0.204
C 4.177 3.195 -0.396
C 3.973 0.168 2.721
O -1.287 -0.046 -1.312
H 2.584 3.276 -5.358
H 2.199 5.718 -4.451
C 5.753 -2.412 -0.458
C -6.220 -0.076 -0.647
H 3.772 -4.385 -0.407
C -2.536 0.585 2.273
N 4.227 -1.391 1.191
C -2.649 2.326 4.023
H -7.082 -4.473 -1.554
B 2.932 2.097 1.490
H -0.927 0.693 5.365
H 3.630 2.773 2.191
C 0.548 1.220 2.333
C -1.775 1.219 3.440
C -0.197 3.168 3.070
H 0.352 2.723 -3.543
C 2.913 3.010 -4.354
H -5.319 -5.964 -2.178
C -5.846 -1.396 -0.735
H -3.577 1.881 4.376
O -0.149 -4.002 -0.503
C -6.363 -3.655 -1.548
H -6.240 -3.305 -2.577
H -2.438 -4.334 -0.809
S 0.670 -0.464 1.936
H 3.635 5.527 -3.453
Ru 0.848 -0.114 -0.496
C -4.504 -5.281 -1.945
H 2.679 1.958 -4.183
C -4.484 -1.722 -0.905
H 6.589 -1.886 0.006
H 5.538 -4.520 1.217
H -5.170 -4.569 -0.026
C -1.453 0.207 4.542
C -2.749 -3.304 -0.905
H 0.470 4.163 -4.548
N 2.978 2.712 0.069
C 3.458 -3.404 -0.048
H 6.116 -3.134 2.135
C -3.942 0.646 -0.943
H 3.948 0.760 3.619
H -0.841 -0.610 4.164
C 3.987 3.648 -1.645
H -2.169 2.809 4.875
H 3.047 -2.863 -0.892
H -7.830 -2.154 -0.993
N 3.523 0.662 1.521
C 2.560 5.360 -3.488
H -4.128 -4.863 -2.881
C -5.262 0.930 -0.743
C 4.655 -2.690 0.575
C 5.234 -3.579 1.672
C 4.407 -1.089 2.523
```

<S²>	0.81
ΔE to the lowest compared entry with this formula, charge and spin	141.5	kJ/mol
LUMO (alpha / beta)	-3.84 / -3.33	eV
charge	+1
multiplicity	2


Short version: max |F| = 2.29 1.05 1.52 2.02 eV/Å, in the order given.